C9H20O3Si | ωB97M-V/def2-TZVPD

XYZ file:
```
33
Properties=species:S:1:pos:R:3:forces:R:3:mulliken_charge:R:1
C -0.881888 0.443687 -2.479317 1.935 4.304 0.585 -0.88
C 0.246178 -0.432121 -2.121223 -0.472 -1.831 0.881 -0.60
C -1.732064 0.729586 -1.273624 2.821 2.273 0.777 -0.89
C 1.326744 0.327993 -1.397828 2.155 -0.806 -2.597 0.66
C 2.696459 -0.357889 -1.337026 -0.655 0.502 2.091 -1.71
C 1.161308 -1.537791 1.896140 1.074 -1.770 -1.040 -0.99
C -0.748467 2.421513 1.300512 1.541 -1.014 2.932 -1.14
C -0.169734 -1.434950 2.477538 -3.011 0.856 0.714 -0.62
C -1.313385 -0.814441 1.508435 2.996 0.837 -0.722 0.61
O 1.000839 0.629010 -0.135752 -2.741 1.179 3.023 -0.51
O -1.897010 -1.770641 0.651389 -0.412 -0.298 0.012 -0.53
O -2.290139 -0.209572 2.293930 -1.155 -0.282 0.541 -0.54
Si -0.640777 0.817289 0.290443 0.045 -1.154 0.810 0.23
H -0.455432 1.490865 -2.848953 -0.622 -1.965 0.478 0.30
H -1.494106 0.149905 -3.236142 -1.494 -1.311 -2.336 0.42
H -0.160503 -1.140506 -1.378147 0.148 -0.256 -0.090 0.13
H 0.504836 -1.074331 -2.933476 0.980 -0.132 -0.740 0.52
H -2.216160 1.652818 -1.441932 -0.804 1.189 0.099 0.54
H -2.429280 0.011219 -1.248996 -2.681 -2.774 0.718 0.47
H 1.396997 1.241927 -1.973018 0.597 0.646 -0.315 0.28
H 2.608405 -1.352029 -0.907978 -0.157 -0.172 0.164 0.31
H 3.393556 0.213882 -0.673465 -0.613 -0.307 -0.658 0.30
H 3.093442 -0.466707 -2.280485 1.094 -0.138 -2.201 0.55
H 1.958501 -2.046223 2.491746 -0.852 0.468 -0.182 0.39
H 1.014167 -2.106128 0.984808 0.614 -0.269 -0.520 0.18
H 1.452991 -0.564659 1.605765 0.848 0.772 -0.208 0.29
H 0.225148 3.061743 1.392356 -1.964 -0.958 -0.828 0.29
H -1.692849 2.965318 1.170464 0.518 0.114 0.010 0.36
H -0.772714 1.971118 2.413300 -0.288 1.000 -2.162 0.26
H -0.060232 -0.689622 3.255984 -0.606 0.009 0.697 0.24
H -0.580604 -2.378879 2.899266 0.224 0.505 -0.128 0.31
H -2.534537 -2.352559 1.125189 0.834 0.411 -0.043 0.37
H -3.126679 -0.410385 1.846049 0.106 0.373 0.239 0.39
```
Forces are in eV/Å.

Calculated values
Energy relative to the best compared isomer or geometry (same formula, charge and spin) = 66.0 kcal per mole
Kohn-Sham gap = 9.049 eV
Molar mass = 204.34 g/mol
Charge = 0
Calculated total energy = -870.11060 hartree
LUMO energy = 0.62 eV



C9H20SSi | ωB97M-V/def2-TZVPD

XYZ file:
```
31
Properties=species:S:1:pos:R:3:forces:R:3:mulliken_charge:R:1
C 3.843535 1.707975 1.539308 0.838 -0.551 1.245 -0.78
C 3.635047 1.093251 0.379557 0.197 -0.368 0.306 0.08
C -1.444058 -3.049105 0.205138 2.449 1.078 -2.944 -1.35
C -3.379466 -1.358349 0.227675 0.505 0.121 -2.038 -1.19
C -0.242513 1.441897 0.631386 -1.153 -2.417 -0.463 -1.17
C -1.626968 1.998795 -1.392731 1.359 3.369 -2.825 -1.36
C 3.818831 -0.388770 0.140179 1.826 0.197 -0.195 -0.65
C -1.825842 -1.513802 0.054509 -0.407 -1.422 1.430 0.60
C -0.441184 1.193734 -0.930148 0.786 0.602 1.000 0.50
Si -0.785030 -0.642898 -1.384708 0.773 0.537 3.207 -0.01
S 2.238584 -1.145360 0.508118 -0.764 -0.980 -0.392 -0.22
H 3.604820 2.699782 1.852636 -0.484 0.876 -0.875 0.29
H 4.311243 1.276439 2.457298 -0.272 -0.590 -1.167 0.19
H 3.154107 1.554284 -0.465175 -0.176 0.642 -0.040 0.28
H -1.682980 -3.660248 -0.729133 -0.171 0.832 1.150 0.33
H -0.292021 -3.034524 0.163695 -1.553 -0.534 0.685 0.26
H -1.854875 -3.533525 1.064628 -0.127 -0.087 0.615 0.42
H -3.669152 -1.036243 -0.765866 -1.044 0.219 -0.083 0.31
H -3.593559 -0.550043 0.925069 -0.310 -0.304 0.077 0.30
H -3.922731 -2.309458 0.403336 0.511 0.632 0.318 0.36
H 0.221448 2.363196 1.009278 -0.229 -0.185 -0.675 0.34
H -1.257578 1.275225 1.058404 0.515 0.676 0.048 0.38
H 0.293895 0.554208 0.995831 0.360 0.683 0.204 0.22
H -1.502511 2.621826 -2.404610 0.099 -1.736 1.701 0.28
H -1.895059 2.822412 -0.756859 -0.043 0.158 0.867 0.36
H -2.468929 1.431965 -1.535631 -2.375 -1.396 -0.291 0.35
H 4.635889 -0.771747 0.847036 -1.288 0.167 -0.782 0.28
H 4.198337 -0.632203 -0.912740 -0.667 0.381 1.373 0.28
H -1.554895 -1.048434 1.024217 1.116 -0.121 -0.810 0.13
H 0.467663 1.554586 -1.416424 -0.007 -0.271 -0.176 0.28
H -0.984035 -0.914869 -2.793271 -0.264 -0.210 -0.471 -0.08
```
Forces are in eV/Å.

Calculated values
Energy relative to the best compared isomer or geometry (same formula, charge and spin) = 98.1 kcal per mole
Kohn-Sham gap (spin up / spin down) = 7.246 / 5.531 eV
Molar mass = 188.41 g/mol
Charge = 0
Calculated total energy = -1042.39814 hartree
LUMO energy (spin up / spin down) = -0.75 / -1.65 eV



C9H21B2BrCaCl5FLiMgN2O5V | ωB97M-V/def2-TZVPD

XYZ file:
```
50
Properties=species:S:1:pos:R:3:forces:R:3:mulliken_charge:R:1
C -2.589634 1.685248 1.264340 0.677 0.560 -0.990 -0.61
C -1.235729 1.622230 0.499539 -0.781 1.219 1.636 0.55
C -0.091027 2.404234 1.168983 0.945 -0.125 -1.152 -1.24
N -1.125101 1.006847 -0.603870 -0.168 -0.067 0.706 0.02
B -0.617532 -0.426820 -0.525395 -1.198 0.334 -0.268 -0.51
Br -1.228367 -1.304287 -2.284160 0.556 -0.880 -0.282 -0.16
C -1.277834 -1.352470 0.644193 0.956 -1.204 0.565 -0.69
C -0.581911 -1.334659 2.024899 -0.889 -2.200 -3.117 0.80
O -0.637141 -0.511844 2.809538 0.011 2.783 2.408 -0.33
Cl 0.418293 -2.856780 2.495256 -0.288 -0.295 -0.858 -0.21
B 1.059567 -0.412296 -0.624641 2.455 0.795 -0.877 0.61
O 1.635428 0.512119 -1.548695 -0.668 -1.122 0.332 -0.77
N 2.020779 -1.291334 0.106221 -0.703 -0.751 -0.792 -0.16
C 3.154431 -0.450763 0.608545 0.672 -0.265 0.058 -0.80
C 2.634701 -2.366338 -0.756628 0.243 2.349 0.999 -0.65
H -2.717299 0.757357 1.843995 0.063 0.341 -0.128 0.32
H -2.602864 2.579146 1.902592 -0.124 -0.462 -0.015 0.43
H -3.375062 1.739869 0.493841 0.019 -0.151 0.498 0.06
H 0.761720 2.404645 0.459758 -0.341 -0.110 0.286 0.19
H 0.270698 1.919775 2.089866 -0.576 0.198 -0.045 0.28
H -0.345743 3.468103 1.326625 -0.213 -0.503 0.278 0.63
H -1.276231 -2.419792 0.269004 -1.053 1.224 0.786 0.46
H -2.373472 -1.109925 0.711254 0.175 -0.908 0.129 0.25
H 1.671773 0.013874 -2.382641 0.165 0.620 -0.103 0.24
H 2.807023 0.420070 1.182268 -0.094 -0.337 -0.183 0.28
H 3.827375 -1.064268 1.233989 -0.460 0.208 -0.026 0.11
H 3.766304 -0.126564 -0.248988 -0.305 0.155 0.395 0.38
H 3.663350 -2.622921 -0.346651 -1.823 0.500 -0.459 0.22
H 2.774955 -1.952608 -1.774943 -0.136 -0.881 0.004 0.30
H 1.963454 -3.264055 -0.719307 4.723 0.792 -1.085 0.21
O 5.924132 -1.296691 -0.341202 0.913 0.164 -1.461 -0.48
H 6.375791 -1.375109 0.544173 -0.543 -0.433 0.006 0.25
H 6.530909 -0.771738 -0.882466 -0.163 0.303 0.124 0.26
Ca 0.355902 -3.469905 -0.450777 -3.975 0.156 1.418 1.22
F -3.742818 -2.402524 0.347590 0.725 0.560 -0.029 -0.72
Cl -5.545401 -0.882284 -2.645697 0.094 0.125 -0.072 -0.15
C -5.320240 0.476822 -1.528117 0.279 -0.208 0.177 0.31
C -6.594826 0.854929 -0.813635 -0.039 0.158 0.078 -0.50
Cl -7.787396 1.576616 -1.917864 0.039 0.005 -0.020 -0.17
H -4.918307 1.319939 -2.102504 -0.210 0.057 -0.070 0.06
H -4.567837 0.163537 -0.799261 -0.124 -0.206 0.045 -0.17
H -6.382941 1.599666 -0.045308 0.019 -0.017 -0.019 0.25
H -7.051346 -0.008671 -0.335430 0.070 -0.042 -0.092 0.39
Cl 5.990773 -2.362670 2.164527 -0.040 -0.316 0.447 -0.56
O 4.028197 5.351540 0.294111 -2.752 0.191 0.603 -0.71
V 2.429134 5.574295 0.772122 0.676 0.234 0.277 1.69
O 0.809990 5.769223 1.240259 2.028 -0.615 -0.907 -0.79
Cl 4.689935 -4.251394 -0.431684 2.778 -1.515 -1.741 -0.45
Li -2.235016 2.573338 -2.176974 0.166 -0.642 0.236 0.92
Mg 6.656462 -4.104710 -2.210646 -1.781 0.225 2.298 1.15
```
Forces are in eV/Å.

Calculated values
Kohn-Sham gap = 1.928 eV
Molar mass = 657.33 g/mol
Charge = +2
Calculated total energy = -7694.07188 hartree
LUMO energy = -10.43 eV



C9H21BeN2O3P | ωB97M-V/def2-TZVPD

XYZ file:
```
37
Properties=species:S:1:pos:R:3:forces:R:3:mulliken_charge:R:1
C 4.093114 -0.439728 0.813141 -0.100 -0.495 -0.820 -1.13
C 2.946403 -1.472719 0.577401 0.537 -0.563 0.748 -0.36
N 1.742027 -1.229907 1.390314 0.527 1.681 -0.766 -0.44
P 0.508339 -0.211560 0.507204 1.053 -3.141 1.265 -0.01
C -0.103336 -1.658458 -0.438611 -0.786 -0.347 -0.004 -0.78
C -1.493024 -2.070796 0.187652 0.012 -0.107 -0.618 -0.32
C -2.665838 -1.901629 -0.831370 0.283 -0.350 0.845 -0.58
O -3.353631 -0.678360 -0.560823 0.338 0.174 -0.454 -0.54
N -0.745832 0.880272 -0.315658 -0.172 2.189 0.589 0.54
C -1.204310 1.932613 0.477136 -1.258 -3.180 0.177 1.13
C -2.423482 1.678236 1.334151 0.074 -0.502 0.002 -1.71
O -0.699502 3.017351 0.547467 -0.134 3.764 -0.193 -0.59
C -0.361282 1.316096 -1.667571 2.004 1.933 0.260 0.37
C 0.871328 2.133233 -2.020038 0.766 -0.703 0.753 -1.27
O -1.109947 1.016962 -2.507734 -2.317 -1.274 -1.763 -0.39
H 4.010647 0.088326 1.770639 0.039 -0.130 -0.235 0.31
H 4.126680 0.263548 -0.035538 -0.063 0.066 0.477 0.32
H 5.043863 -0.987087 0.778435 -0.189 0.307 0.165 0.36
H 3.338561 -2.458052 0.902471 -0.218 0.251 -0.248 0.44
H 2.705915 -1.562918 -0.492102 -0.061 -0.031 0.282 0.30
H 2.086749 -0.653321 2.166041 -0.309 -0.548 0.346 0.34
H 1.592436 0.636270 0.168066 -0.611 0.285 -0.293 0.13
H -0.085075 0.022686 1.768790 -0.040 0.214 -0.527 -0.01
H 0.544354 -2.536088 -0.364287 0.293 0.590 0.101 0.48
H -0.287299 -1.475606 -1.505767 0.306 0.355 0.298 0.61
H -1.736147 -1.490114 1.091791 -0.067 -0.217 -0.283 0.14
H -1.430130 -3.117743 0.512631 0.079 0.292 -0.133 0.43
H -3.341130 -2.757220 -0.701141 -0.139 0.509 -0.002 0.35
H -2.314844 -1.916496 -1.872941 -0.012 -0.047 0.292 0.34
H -2.915866 -0.028141 -1.132852 -0.342 -0.128 0.013 0.34
H -3.340156 1.885175 0.731183 0.105 -0.199 0.075 0.50
H -2.493309 0.606087 1.586195 -0.521 0.322 0.005 0.22
H -2.375488 2.231711 2.294787 0.062 -0.060 -0.087 0.54
H 1.720515 1.423387 -2.080681 -0.240 0.259 0.026 0.31
H 1.153396 2.878593 -1.267409 -0.209 -0.124 -0.206 0.33
H 0.775814 2.556858 -3.023324 -0.274 -0.035 0.329 0.39
Be -2.780512 4.078537 1.212354 1.584 -1.009 -0.415 0.94
```
Forces are in eV/Å.

Calculated values
Kohn-Sham gap = 2.415 eV
Molar mass = 245.26 g/mol
Charge = +2
Calculated total energy = -1045.95121 hartree
LUMO energy = -12.61 eV



C9H21BrFNO2Si | ωB97M-V/def2-TZVPD

XYZ file:
```
36
Properties=species:S:1:pos:R:3:forces:R:3:mulliken_charge:R:1
C 4.746080 -3.669177 -1.208842 0.023 -0.019 -0.104 -1.19
C 4.119795 -2.296291 -1.455757 0.002 0.003 0.034 -0.48
C 2.760305 -2.389209 -2.145205 0.023 -0.113 -0.075 -0.33
Br 2.008522 -0.592073 -2.323366 -0.018 0.069 -0.004 -0.15
Si 1.492844 -3.573614 -1.362150 0.021 0.044 0.001 0.40
C -0.266797 -2.880762 -1.277576 -0.072 -0.030 0.014 -0.57
C -0.481215 -1.963038 -0.121714 0.096 0.166 -0.484 0.38
O -0.370360 -2.203281 1.026267 -0.007 -0.087 0.428 -0.48
F -0.832942 -0.713534 -0.519539 -0.083 -0.017 0.029 -0.14
H 5.815341 -3.567245 -1.023924 -0.022 -0.017 0.056 0.35
H 4.630931 -4.319307 -2.081258 0.024 0.029 0.016 0.32
H 4.304965 -4.176057 -0.350053 -0.019 0.011 -0.034 0.31
H 4.780338 -1.702974 -2.092401 -0.028 0.031 0.042 0.36
H 4.011919 -1.747038 -0.517502 0.021 -0.065 0.003 0.34
H 2.914807 -2.709909 -3.176977 -0.039 -0.010 0.026 0.45
H 1.424301 -4.783052 -2.211572 0.020 -0.010 0.012 -0.15
H 1.901314 -3.953242 0.001600 0.002 0.038 0.038 -0.13
H -0.905478 -3.752178 -1.105376 0.041 -0.008 -0.015 0.34
H -0.553767 -2.411863 -2.216572 0.001 0.008 0.022 0.35
C -1.571020 2.560169 2.671860 0.013 -0.013 -0.003 -1.41
C -2.672363 3.587014 2.434333 0.012 0.033 0.040 0.43
C -3.600342 3.250704 1.262625 -0.013 -0.008 -0.013 -0.69
O -3.021143 3.420646 -0.016552 0.029 -0.008 0.009 -0.42
C -2.282625 2.314730 -0.497780 0.005 0.002 -0.027 -0.66
N -2.071877 4.916925 2.321000 -0.043 0.004 -0.045 -0.72
H -0.767989 2.665521 1.941343 -0.019 0.003 -0.014 0.27
H -1.132064 2.707979 3.657850 0.009 0.020 -0.010 0.35
H -1.952999 1.539593 2.611370 0.000 0.001 0.001 0.35
H -3.313351 3.600195 3.323005 -0.012 -0.025 -0.008 0.35
H -4.450709 3.937083 1.290701 0.005 0.003 -0.013 0.35
H -3.989261 2.228204 1.364739 0.007 0.007 0.023 0.38
H -2.745729 1.368709 -0.199967 0.010 -0.004 -0.004 0.30
H -1.249425 2.322358 -0.143179 -0.009 -0.043 0.007 0.21
H -2.275681 2.375096 -1.585610 -0.005 0.013 0.005 0.34
H -2.798010 5.625394 2.305822 0.010 -0.002 0.024 0.27
H -1.606313 4.983522 1.420359 0.017 -0.007 0.024 0.30
```
Forces are in eV/Å.

Calculated values
Kohn-Sham gap = 9.532 eV
Molar mass = 302.26 g/mol
Charge = 0
Calculated total energy = -3524.12084 hartree
LUMO energy = 0.56 eV



C9H21BrP | ωB97M-V/def2-TZVPD

XYZ file:
```
32
Properties=species:S:1:pos:R:3:forces:R:3:mulliken_charge:R:1
C 1.577928 3.283948 -1.263718 1.653 -1.218 0.971 -1.23
C -1.005907 -1.272991 2.540416 -1.389 -0.823 0.736 -1.10
C -2.726579 0.220890 -0.488027 0.131 -1.104 0.485 -1.18
C 1.548577 -2.424923 -1.154704 -0.198 -1.207 -3.146 -1.30
C 0.432320 2.349878 -0.797305 1.638 1.769 3.160 -0.43
C -0.335971 0.028297 1.935879 -2.828 -3.274 -0.802 -0.27
C -1.590566 -0.731939 -0.819379 2.254 3.859 1.709 -0.96
C 0.916712 -2.054644 0.121121 0.981 3.356 2.754 -0.30
C 0.843128 0.944419 -0.632551 1.028 -0.673 0.764 -0.53
P -0.027977 -0.417721 0.213408 -0.156 -0.370 -0.927 0.37
Br 2.844056 0.850958 1.507080 -1.219 0.161 -1.835 -0.24
H 1.058605 4.236673 -1.460947 1.024 -0.246 -0.318 0.40
H 2.359982 3.343852 -0.417157 -1.350 0.307 -1.183 0.27
H 2.164719 2.780905 -2.090824 -0.931 1.119 0.374 0.33
H -0.326226 -1.916460 3.160937 -0.474 0.624 -0.894 0.32
H -1.881328 -1.016116 3.222120 1.289 -0.006 -0.723 0.33
H -1.539335 -1.908770 1.761143 0.863 0.573 0.822 0.33
H -2.455969 1.115376 -0.991208 -0.733 1.081 -0.421 0.31
H -3.541172 -0.364815 -0.912646 -0.694 1.065 -0.045 0.38
H -2.917802 0.425855 0.577173 0.113 -0.283 -0.405 0.29
H 0.864572 -2.384349 -2.051583 0.233 0.129 0.946 0.34
H 2.447490 -1.898891 -1.523799 -0.337 0.101 0.917 0.34
H 1.811284 -3.496290 -1.155775 0.087 0.386 0.304 0.36
H -0.320307 2.610345 -1.483808 -1.554 -0.801 -1.161 0.42
H 0.090192 2.873733 0.184947 0.152 -1.495 -1.298 0.28
H 0.581710 0.196617 2.360611 1.946 0.837 1.136 0.42
H -1.097705 0.748473 2.104361 -0.062 1.316 -0.368 0.44
H -1.273225 -0.476645 -1.807336 0.234 -0.410 -0.880 0.57
H -1.895790 -1.686228 -0.728060 -0.519 -3.491 0.259 0.78
H 1.717753 -1.823324 0.930478 -1.257 -0.886 -1.078 0.35
H 0.121080 -2.666766 0.523455 0.236 -0.778 -0.082 0.52
H 1.555750 0.530653 -1.364297 -0.161 0.385 0.227 0.39
```
Forces are in eV/Å.

Calculated values
Energy relative to the best compared isomer or geometry (same formula, charge and spin) = 0.0 kcal per mole
Kohn-Sham gap (spin up / spin down) = 6.978 / 6.966 eV
Molar mass = 240.14 g/mol
Charge = +1
Calculated total energy = -3270.52449 hartree
LUMO energy (spin up / spin down) = -6.24 / -6.25 eV